Formula: C51H71AsAuN5O5Si3Te
Source: OMol25
Level of theory: ωB97M-V/def2-TZVPD

Structure (XYZ):
```
138
Properties=species:S:1:pos:R:3:lowdin_charge:R:1
Au -0.32764 -0.34537 0.40584 0.549
C -3.39737 2.59583 -3.53962 -0.033
O -1.97648 2.74260 -3.65087 -0.049
C -1.26327 2.22228 -2.62355 -0.616
O -1.74205 1.70355 -1.63916 0.014
N 0.06299 2.37126 -2.89063 0.002
N 1.01243 1.86658 -2.00957 0.070
H -3.80510 2.97571 -4.47143 0.097
H -3.78082 3.16974 -2.70009 0.086
H -3.66594 1.54724 -3.40855 0.087
H 0.32737 2.86069 -3.72959 0.155
H 1.53470 2.61313 -1.56918 0.075
H 1.64642 1.24135 -2.48969 0.089
C -3.07731 3.90093 0.38388 -0.215
Si -1.44080 3.84351 1.30504 0.335
C -1.66816 4.80557 2.89913 -0.199
C -0.20120 4.77452 0.24390 -0.208
As -0.70884 1.62186 1.89228 0.812
Si -2.55443 0.81302 3.17989 0.324
C -2.75202 1.63639 4.85032 -0.200
C -2.71196 -1.04841 3.40466 -0.200
C -4.02926 1.24280 2.07311 -0.222
Si 1.42251 2.00958 2.91475 0.327
C 2.39139 2.76538 1.48464 -0.216
C 2.51559 0.59869 3.47243 -0.201
C 1.22560 3.22184 4.33298 -0.200
H -3.06149 4.78813 -0.25647 0.038
H -3.91291 4.00934 1.07469 0.025
H -3.24890 3.02918 -0.23453 -0.009
H -2.25029 5.70337 2.67141 0.042
H -0.72057 5.12074 3.33462 0.016
H -2.20771 4.24257 3.66088 0.010
H -0.72396 5.64913 -0.15394 0.039
H 0.16910 4.19596 -0.60353 0.008
H 0.65084 5.13890 0.81646 0.021
H -1.79612 1.69734 5.36912 0.018
H -3.42328 1.03175 5.46736 0.038
H -3.18532 2.63473 4.77786 0.016
H -2.23529 -1.38660 4.32352 0.031
H -2.29467 -1.61678 2.57414 0.006
H -3.78453 -1.25303 3.48060 0.030
H -4.42944 2.23302 2.28714 0.022
H -4.83466 0.52494 2.26043 0.023
H -3.77690 1.21047 1.01240 -0.003
H 2.55176 2.01509 0.70655 -0.003
H 3.37425 3.07059 1.85701 0.044
H 1.92988 3.62925 1.01653 -0.014
H 2.51107 -0.26238 2.80361 0.015
H 2.26941 0.26613 4.47911 0.033
H 3.52558 1.02356 3.48461 0.040
H 1.22914 4.25941 3.99595 0.020
H 2.05766 3.09570 5.02993 0.037
H 0.30128 3.04429 4.88421 0.021
O -0.22501 -0.09927 4.51837 -0.078
C 0.10802 -1.19283 4.06156 -0.625
N 0.25551 -2.31081 4.85168 0.159
C 0.47112 -3.48049 4.03820 -0.271
C 0.70433 -2.77924 2.65621 -0.464
O 1.03998 -3.40495 1.65271 0.014
N 0.35479 -1.49012 2.74533 0.122
C -0.80944 -4.31002 3.92177 -0.128
C -1.41655 -4.48037 2.72319 0.030
C -2.56789 -5.39401 2.53303 -0.196
C -3.27536 -5.72966 3.79411 -0.049
C -2.65923 -5.50631 4.99057 -0.060
C -1.40745 -4.86710 5.07991 0.026
C 1.63846 -4.34098 4.47405 -0.143
C 2.45705 -3.97178 5.53377 -0.025
C 3.52930 -4.77372 5.90488 -0.077
C 3.79363 -5.94701 5.21823 -0.087
C 2.98184 -6.31746 4.15382 -0.072
C 1.91063 -5.52151 3.78554 -0.025
H -0.10260 -2.31051 5.79165 0.154
H -0.97717 -4.02995 1.84593 0.098
H -4.08037 -5.82667 1.05933 0.186
H -4.20649 -6.28063 3.75304 0.116
H -3.13600 -5.85200 5.89935 0.115
H -0.91941 -4.77149 6.04182 0.124
H 2.26807 -3.04686 6.06144 0.107
H 4.16061 -4.47524 6.73200 0.104
H 4.62878 -6.57159 5.50741 0.103
H 3.18713 -7.22921 3.60729 0.104
H 1.28803 -5.80160 2.94539 0.111
C -4.65622 -2.12831 -6.94059 -0.035
C -3.74478 -2.38439 -5.77536 -0.246
C -2.86018 -1.41862 -5.32757 0.004
C -2.00926 -1.62455 -4.24112 -0.270
C -1.06154 -0.51611 -3.89523 -0.043
C -2.07182 -2.85412 -3.58827 -0.308
Te -0.79334 -3.38045 -1.98146 1.962
N 0.11871 -1.83191 -1.10746 -0.295
C 1.26034 -1.90942 -1.82612 -0.634
O 1.19890 -2.52391 -2.93324 -0.163
C 2.59822 -1.47413 -1.33331 -0.149
C 3.69233 -2.08357 -1.95164 -0.013
C 4.97879 -1.83385 -1.50501 -0.062
C 5.18931 -0.96691 -0.44496 -0.062
C 4.11004 -0.34223 0.16235 -0.066
C 2.81912 -0.59726 -0.27404 -0.056
C -2.37248 -3.56878 -0.52076 -0.274
C -3.28220 -2.51789 -0.22476 -0.181
C -3.28543 -1.24670 -0.99626 -0.035
C -4.26383 -2.67187 0.77026 0.018
C -4.37255 -3.81021 1.50916 -0.158
C -5.40374 -3.92652 2.57099 -0.006
C -3.46108 -4.93943 1.25126 -0.140
C -2.49808 -4.76970 0.13048 -0.239
C -1.63829 -5.96109 -0.17415 -0.047
C -2.92256 -3.87801 -4.04636 -0.291
C -2.95395 -5.26223 -3.45757 -0.066
C -3.75246 -3.61371 -5.12506 -0.005
H -4.50709 -1.12917 -7.34594 0.079
H -5.70188 -2.22333 -6.64401 0.088
H -4.47828 -2.84969 -7.73931 0.090
H -2.81695 -0.46152 -5.83623 0.127
H -1.53433 0.43730 -4.11719 0.065
H -0.16600 -0.59344 -4.51575 0.109
H -0.74365 -0.51084 -2.85459 0.038
H 3.51970 -2.75587 -2.77909 0.116
H 5.81687 -2.32112 -1.98546 0.109
H 6.19414 -0.77930 -0.08920 0.110
H 4.26845 0.33878 0.98811 0.094
H 1.99339 -0.09732 0.21619 0.035
H -2.28360 -0.87061 -1.21418 0.021
H -3.83928 -0.46771 -0.47898 0.080
H -3.76976 -1.44142 -1.96132 0.115
H -4.94372 -1.84826 0.94781 0.129
H -6.11753 -3.10772 2.51743 0.096
H -4.91014 -3.89723 3.54970 0.098
H -5.93512 -4.87749 2.51718 0.101
H -2.16289 -6.34921 2.16026 0.150
H -2.10898 -6.88908 0.14577 0.102
H -0.68041 -5.85988 0.34863 0.114
H -1.41882 -6.05040 -1.23259 0.039
H -1.95578 -5.70200 -3.39062 0.068
H -3.54524 -5.91982 -4.09210 0.089
H -3.40262 -5.27981 -2.46378 0.072
H -4.40956 -4.39903 -5.48285 0.126
```

Summary:
2S+1 = 2
Energy relative to the best compared isomer or geometry (same formula, charge and spin) = 59.7 kcal per mole
Net charge = +1
LUMO energy (alpha / beta) = -4.54 / -4.46 eV

---

Formula: C27H23Co2O7Si
Source: OMol25
Level of theory: ωB97M-V/def2-TZVPD

Structure (XYZ):
```
60
Properties=species:S:1:pos:R:3:lowdin_charge:R:1
O 4.66083 -3.69699 -3.82540 0.094
C 3.94606 -2.80512 -3.63765 -0.100
Co 2.88182 -1.36702 -3.56396 0.051
C 4.02316 -0.08018 -3.14779 -0.140
O 4.84183 0.73870 -3.07313 0.120
C 2.98716 -0.94021 -5.34630 -0.223
O 3.51423 -0.97513 -6.38548 0.080
C 1.10661 -1.58147 -3.35331 -0.250
C 1.73243 -1.41597 -2.15058 -0.249
C 1.69499 -1.33726 -0.79335 -0.141
C 2.59432 -0.43293 -0.09905 -0.244
C 3.28332 -0.91772 1.03285 -0.058
C 4.28509 -0.15953 1.62407 -0.109
C 4.51274 1.15307 1.18255 -0.115
C 3.78511 1.67651 0.10738 -0.093
C 2.85953 0.87822 -0.56462 -0.055
Co 0.96979 -0.10448 -4.66600 0.018
C 0.50054 -0.13946 -6.34778 -0.192
O 0.18008 -0.21172 -7.45622 0.099
C 1.65306 1.46143 -4.12491 -0.136
O 2.09374 2.48939 -3.81925 0.092
C -0.73509 -0.03283 -4.28806 -0.172
O -1.87435 -0.07568 -4.04767 0.090
H 0.46081 -2.42705 -3.58021 0.073
H 1.14073 -2.07292 -0.20083 0.103
H 3.07414 -1.94261 1.34903 0.106
H 4.87944 -0.58258 2.43049 0.090
H 5.26643 1.76572 1.68097 0.088
H 3.93822 2.71305 -0.20308 0.102
H 2.30408 1.26937 -1.42922 0.099
C -2.40494 2.01322 -1.12903 -0.146
Si -2.47887 0.51130 -0.03916 0.433
C -4.19307 -0.12757 0.28592 -0.155
C -1.35909 -0.84668 -0.64061 -0.149
O -1.83780 1.11033 1.40544 -0.109
C -1.64433 0.45423 2.55729 -0.286
C -0.80094 -0.61895 2.81108 0.012
C -1.07340 -1.12786 4.19910 -0.127
C -2.16503 -0.18739 4.70351 -0.171
C -2.91104 -0.21095 5.87795 -0.039
C -3.92609 0.74690 6.06929 -0.097
C -4.19932 1.71286 5.08473 -0.098
C -3.46169 1.72914 3.90391 -0.016
C -2.44879 0.77560 3.73831 -0.122
H -2.63919 1.75670 -2.17040 0.023
H -3.13277 2.75852 -0.78626 0.030
H -1.41483 2.48601 -1.09552 0.043
H -4.53197 -0.67718 -0.60494 0.036
H -4.20200 -0.80397 1.15131 0.037
H -4.87742 0.70653 0.48820 0.031
H -1.59115 -1.14563 -1.67117 0.031
H -0.31891 -0.50399 -0.62102 0.015
H -1.42088 -1.74001 -0.00840 0.042
H -0.06624 -1.03097 2.12630 0.102
H -1.40992 -2.17743 4.22233 0.122
H -0.19066 -1.08038 4.85612 0.122
H -2.70613 -0.96477 6.64006 0.106
H -4.51124 0.74538 6.98964 0.092
H -4.99393 2.44413 5.24362 0.096
H -3.64916 2.44630 3.10892 0.112
```

Summary:
2S+1 = 1
Energy relative to the best compared isomer or geometry (same formula, charge and spin) = 0.0 kcal per mole
Net charge = -1
LUMO energy = 2.46 eV

---

Formula: C3H7N3O2
Source: OMol25
Level of theory: ωB97M-V/def2-TZVPD

Structure (XYZ):
```
15
Properties=species:S:1:pos:R:3:lowdin_charge:R:1
C 1.93878 -0.71959 -1.25187 -0.106
C -0.00655 0.65908 -1.75086 -0.207
C -0.85946 -0.14716 1.40001 -0.589
H 1.51911 -1.35580 -0.50780 0.036
H 2.83131 -1.17925 -1.86489 0.092
H 2.39671 0.42500 -0.93279 0.147
H -0.74897 1.07120 -2.23993 0.066
H -0.97901 1.77431 -0.14438 0.113
H 0.68004 -1.08810 2.14991 0.017
H -0.70629 -1.49287 3.15768 0.234
N 0.91771 -0.08511 -2.13923 -0.020
N -0.13814 1.30636 -0.45500 0.097
N -0.23552 -1.34449 1.97686 0.118
O 0.11576 0.44702 0.72809 -0.067
O -2.02050 0.04725 1.06192 0.068
```

Summary:
2S+1 = 1
Energy relative to the best compared isomer or geometry (same formula, charge and spin) = 144.8 kcal per mole
Net charge = 0
LUMO energy = 0.45 eV

---

Formula: C26H40BrNOOsP2
Source: OMol25
Level of theory: ωB97M-V/def2-TZVPD

Structure (XYZ):
```
72
Properties=species:S:1:pos:R:3:lowdin_charge:R:1
N 0.18094 -0.87925 5.89108 0.342
C -0.78381 -0.37745 5.10650 0.012
C -0.87292 -0.67984 3.74828 0.042
C 0.02625 -1.65655 3.20887 -0.180
C 1.03178 -2.19409 4.05206 0.053
C 1.07418 -1.73711 5.38146 0.018
C -0.05114 -2.12781 1.83741 -0.086
Os 0.13224 -1.13708 -0.64166 1.061
P 0.06586 0.21933 -2.63516 0.969
C 1.00481 -2.72942 1.13377 -0.094
C 0.66798 -3.46396 -0.06065 -0.277
C 1.63592 -3.92687 -0.99214 0.024
C 1.31496 -3.81052 -2.33745 -0.069
C -0.00406 -3.44190 -2.64529 -0.555
C -1.07781 -3.44592 -1.75816 -0.072
C -0.73895 -3.47698 -0.39924 -0.073
Br -0.46439 -3.41559 -4.56643 1.064
H -1.07001 -2.06886 1.39209 0.103
H 2.03469 -2.73344 1.51737 0.139
H -1.62219 -0.16713 3.12966 0.144
H 1.77536 -2.93556 3.69803 0.157
H -1.53554 0.26886 5.58139 0.178
H 1.84840 -2.12822 6.07021 0.181
H 2.59601 -4.31219 -0.62086 0.167
H -1.46666 -3.77374 0.38745 0.171
H 2.01825 -4.01230 -3.15471 0.150
H -2.10316 -3.46980 -2.11479 0.150
P 1.73361 0.56482 0.18042 0.953
C -1.76092 -0.14480 -2.82503 -0.368
C -2.18970 -0.57815 -4.20053 -0.126
H -2.31126 0.75370 -2.50091 0.116
H -1.96166 -0.92864 -2.07128 0.035
H -3.20746 -0.98805 -4.16519 0.115
H -2.17681 0.24531 -4.92806 0.087
H -1.52722 -1.38547 -4.56177 -0.043
C 1.31119 -0.44799 -3.86010 -0.363
C 1.32698 0.06475 -5.29978 -0.096
H 1.19279 -1.54778 -3.85538 0.000
H 2.29771 -0.26726 -3.39861 0.069
H 1.93240 -0.60143 -5.93336 0.111
H 0.32733 0.10746 -5.74009 0.070
H 1.77238 1.06325 -5.35958 0.097
C -0.05127 2.03379 -3.15895 -0.333
C -0.77640 2.41166 -4.44543 -0.084
H 0.96619 2.45952 -3.18807 0.087
H -0.58212 2.51892 -2.32826 0.067
H -0.68896 3.48907 -4.63811 0.122
H -0.36069 1.90976 -5.32008 0.063
H -1.84216 2.18020 -4.39857 0.080
C 1.32542 2.37088 0.52545 -0.327
C 1.23715 3.36545 -0.62186 -0.107
H 2.07301 2.74368 1.25052 0.097
H 0.35065 2.33068 1.05959 0.088
H 1.59001 4.36060 -0.31265 0.117
H 1.83210 3.06476 -1.48530 0.054
H 0.19519 3.46890 -0.93992 0.067
C 3.23047 0.62904 -0.92357 -0.366
C 3.81494 -0.77336 -1.11544 -0.134
H 3.96968 1.32541 -0.49133 0.123
H 2.92421 1.05818 -1.89061 0.061
H 4.35455 -0.84673 -2.07362 0.103
H 4.51803 -1.03277 -0.30975 0.096
H 3.01442 -1.53454 -1.11410 0.020
C 2.52824 0.19029 1.84294 -0.316
C 2.01073 1.00616 3.03149 -0.115
H 3.62329 0.28166 1.73917 0.117
H 2.34711 -0.87424 2.04328 0.030
H 2.42957 0.61902 3.97083 0.098
H 2.25140 2.07313 2.96782 0.086
H 0.91760 0.92145 3.09470 0.057
O -1.81863 0.90635 0.41016 0.159
C -1.08954 0.04964 0.06464 -0.390
```

Summary:
2S+1 = 5
Energy relative to the best compared isomer or geometry (same formula, charge and spin) = 64.5 kcal per mole
Net charge = +4
LUMO energy (alpha / beta) = -13.63 / -15.97 eV

---

Formula: C3H9BrN4
Source: OMol25
Level of theory: ωB97M-V/def2-TZVPD

Structure (XYZ):
```
17
Properties=species:S:1:pos:R:3:lowdin_charge:R:1
N -2.02575 -0.19970 2.17266 0.171
C -1.73735 -0.41792 0.91593 -0.775
Br -2.99709 -1.33352 -0.14480 0.921
N -0.52400 -0.15800 0.40975 0.080
C -0.09387 0.33557 -0.71179 -0.365
N -0.70058 1.19248 -1.51228 0.224
C 1.40799 0.09946 -0.94403 -0.045
N 2.14530 -0.68205 0.11904 0.185
H -1.23728 0.36988 2.58271 0.177
H -2.88160 -0.53266 2.65350 0.165
H -0.27720 1.88888 -2.12865 0.156
H -1.74907 1.31461 -1.59884 0.173
H 1.52403 -0.43432 -1.86843 0.137
H 2.01203 1.12924 -1.13132 0.212
H 3.10387 -0.63141 -0.22243 0.171
H 1.88411 -1.71202 0.35538 0.232
H 2.14646 -0.22850 1.05360 0.182
```

Summary:
2S+1 = 1
Energy relative to the best compared isomer or geometry (same formula, charge and spin) = 0.0 kcal per mole
Net charge = +2
LUMO energy = -8.08 eV

---

Looking at energy for the records above, in order, we have -167180.4139 -125836.7188 -11785.0355 -122187.4956 -79242.7874 eV.